Entry 1:
Computed, not measured: a molecular structure, C5H5ClN, with ωB97M-V/def2-TZVPD.

```
12
Properties=species:S:1:pos:R:3:lowdin_charge:R:1
Cl -9.1308 20.3814 -19.1735 -0.16
N -6.4346 20.2726 -17.0502 0.04
C -5.3969 20.8162 -16.3511 -0.18
C -5.3098 22.1840 -16.0529 -0.12
C -6.2823 23.0107 -16.6457 -0.13
C -7.3615 22.4968 -17.3682 -0.08
C -7.3579 21.0990 -17.5760 -0.31
H -4.8282 20.0684 -15.8183 0.08
H -4.5331 22.5555 -15.4009 0.07
H -6.3998 24.0431 -16.3509 0.08
H -8.1613 23.1890 -17.5865 0.09
H -8.1950 20.6191 -18.0611 -0.38
```

The calculation puts the LUMO energy at 3.8 eV. The spin multiplicity is 1. The gap between HOMO and LUMO comes out at 0.2428 Eh. The energy relative to the best compared isomer or geometry (same formula, charge and spin) comes out at 53.9 kcal per mole. Its total charge is -1. Its HOMO energy is -2.83 eV. As for the calculated total energy: -19278.269 eV.



Entry 2:
Computed, not measured: a molecular structure, C22H17Br2N6NdO4S2, with ωB97M-V/def2-TZVPD.

```
54
Properties=species:S:1:pos:R:3:lowdin_spin:R:1
Nd 1.3985 0.9354 -0.8909 3.03
Br 4.3926 1.1016 -1.9830 0.00
C 3.9636 2.6236 -3.0872 0.00
Br 2.0472 2.9011 -3.1432 0.00
H 4.2952 2.4186 -4.1008 0.00
H 4.4136 3.5103 -2.6528 0.00
O -0.8683 0.5875 5.6735 0.00
N -1.5646 1.3787 5.0819 0.00
O -2.6066 1.8270 5.4743 0.00
C -1.1469 1.7526 3.7150 0.00
C -2.1303 2.1527 2.8866 0.00
C -1.8364 2.4962 1.5287 0.00
C -2.8167 2.9895 0.6551 0.00
C -2.4597 3.3685 -0.6165 0.00
C -1.1251 3.2296 -0.9955 0.00
N -0.1755 2.7415 -0.2081 0.00
C -0.5212 2.3816 1.0580 0.00
C 0.5156 1.9124 1.9494 0.00
N 1.7643 1.7663 1.4300 0.00
C 2.7659 1.4681 2.2524 0.00
C 2.5910 1.3023 3.6206 0.00
C 1.3206 1.3628 4.1461 0.00
C 0.2331 1.6509 3.3052 0.00
H -3.1444 2.2230 3.2577 0.00
H -3.8384 3.0850 0.9973 0.00
H -3.1777 3.7793 -1.3101 0.00
H -0.8141 3.5399 -1.9886 0.00
H 3.7489 1.3697 1.8045 0.00
H 3.4418 1.1017 4.2537 0.00
H 1.1614 1.1980 5.2004 0.00
N -3.7123 -5.0446 -3.7423 0.00
C -2.9032 -4.1126 -3.2130 0.00
C -1.5136 -4.3541 -3.1026 0.00
C -0.6887 -3.4064 -2.5573 0.00
C -1.2370 -2.1973 -2.1141 0.00
C -2.6051 -1.9337 -2.2149 0.00
C -3.4315 -2.8855 -2.7565 0.00
S -0.2099 -1.0269 -1.4117 0.00
O -0.8789 0.2877 -1.3439 0.00
O 1.0227 -0.8109 -2.2299 0.00
N 0.2438 -1.3125 0.0599 0.00
C 1.5400 -1.6760 0.3966 0.00
S 1.9244 -3.1116 1.2375 0.00
C 3.5785 -2.6502 1.2459 0.00
C 3.7401 -1.4560 0.6337 0.00
N 2.5742 -0.8905 0.1631 0.00
H -3.3515 -5.9143 -4.0914 0.00
H -4.6979 -4.8809 -3.8455 0.00
H -1.1072 -5.2911 -3.4549 0.00
H 0.3726 -3.5937 -2.4803 0.00
H -3.0058 -0.9919 -1.8704 0.00
H -4.4925 -2.6990 -2.8423 0.00
H 4.3308 -3.2649 1.7039 0.00
H 4.6806 -0.9387 0.5164 0.00
```

The calculation puts the LUMO energy (alpha / beta) at -6.3 / -6.3 eV. The spin multiplicity is 4. The gap between HOMO and LUMO (alpha / beta) comes out at 0.2511 / 0.2514 Eh. The energy relative to the best compared isomer or geometry (same formula, charge and spin) comes out at 11.1 kcal per mole. Its total charge is +2. Its HOMO energy (alpha / beta) is -13.09 / -13.09 eV. As for the calculated total energy: -217238.758 eV. The expectation value of S² is 3.753.



Entry 3:
Computed, not measured: a molecular structure, C24H31IN3O4RuS4, with ωB97M-V/def2-TZVPD.

```
68
Properties=species:S:1:pos:R:3:lowdin_spin:R:1
Ru -1.6039 0.2149 1.3578 3.65
C -0.7482 1.1003 4.7831 0.01
C -2.2116 1.5745 4.8080 0.01
S -3.1766 1.5265 3.2645 0.12
C -3.2190 3.2792 2.7753 0.01
C -2.9356 3.5083 1.2991 0.01
S -1.4316 2.7551 0.6366 0.12
C -0.0592 3.4927 1.5546 0.01
C 0.1661 3.0497 2.9979 0.01
S 0.1664 1.2473 3.2344 0.08
H -0.6811 0.0411 5.0217 0.00
H -0.1801 1.6231 5.5526 0.00
H -2.3000 2.5903 5.1859 0.00
H -2.7615 0.9371 5.4982 0.00
H -2.5335 3.8323 3.4087 0.00
H -4.2261 3.6345 2.9902 0.00
H -2.8829 4.5760 1.0864 0.00
H -3.7262 3.0877 0.6765 0.00
H -0.2029 4.5721 1.5105 0.00
H 0.8122 3.2567 0.9423 0.00
H -0.5708 3.4706 3.6754 0.00
H 1.1464 3.4035 3.3165 0.00
I -1.8433 -2.0243 3.3040 0.20
C -2.9966 -3.0914 1.9088 0.01
C -3.4734 -4.3212 2.2508 0.02
C -4.2022 -5.0472 1.2843 0.00
C -4.3973 -4.5303 0.0358 0.02
C -3.9000 -3.2538 -0.3068 0.01
C -4.0893 -2.7068 -1.6042 0.10
C -3.6301 -1.4619 -1.9319 0.01
C -2.9610 -0.6923 -0.9613 0.15
C -2.7473 -1.1839 0.3205 0.22
C -3.1942 -2.4909 0.6567 0.04
H -3.2996 -4.7413 3.2324 0.00
H -4.5985 -6.0194 1.5442 0.00
H -4.9405 -5.1003 -0.7095 0.00
H -4.6104 -3.3005 -2.3468 0.00
H -3.7820 -1.0658 -2.9272 0.00
H -2.6340 0.3063 -1.2424 0.02
C 5.4346 -0.0959 -6.3819 0.00
C 4.7366 -0.8586 -5.2562 0.00
S 4.2047 0.2947 -4.0255 0.00
O 5.3043 1.1439 -3.6416 0.00
O 2.9492 0.8919 -4.4328 0.00
C 3.7989 -0.6904 -2.5941 0.00
C 3.5151 0.3345 -1.4901 0.00
N 2.4602 -0.1117 -0.5593 0.00
C 1.1875 0.3105 -0.6316 0.01
N 0.4523 -0.2462 0.3389 0.11
C 1.3009 -1.0552 1.0589 0.01
C 2.5276 -0.9787 0.5065 0.00
N 3.7194 -1.6652 0.9450 0.00
O 3.6412 -2.2225 2.0168 0.00
O 4.7245 -1.5216 0.2786 0.00
C 0.6902 1.2126 -1.7088 0.00
H 5.6626 -0.7864 -7.1910 0.00
H 6.3622 0.3520 -6.0328 0.00
H 4.7947 0.6914 -6.7814 0.00
H 5.4009 -1.5624 -4.7507 0.00
H 3.8296 -1.3643 -5.5892 0.00
H 4.6189 -1.3573 -2.3373 0.00
H 2.9059 -1.2561 -2.8644 0.00
H 3.1398 1.2521 -1.9335 0.00
H 4.4140 0.5714 -0.9376 0.00
H 0.9968 -1.6598 1.8949 0.00
H 0.8381 0.7619 -2.6931 0.00
H 1.2185 2.1679 -1.7227 0.00
H -0.3699 1.3991 -1.5676 0.00
```

The calculation puts the LUMO energy (alpha / beta) at -5.3 / -8.0 eV. The spin multiplicity is 6. The gap between HOMO and LUMO (alpha / beta) comes out at 0.3051 / 0.2170 Eh. Its total charge is +2. Its HOMO energy (alpha / beta) is -13.56 / -13.93 eV. As for the calculated total energy: -92055.578 eV. The expectation value of S² is 8.782.



Entry 4:
Computed, not measured: 8 unconnected molecules or ions with the total composition C4H22NO10, with ωB97M-V/def2-TZVPD.

```
37
Properties=species:S:1:pos:R:3:lowdin_charge:R:1
O -0.6649 0.5254 0.7039 -0.05
C -0.1313 -0.3247 -0.0414 -0.58
O -0.5375 -1.5050 -0.2183 -0.05
C 1.2004 0.1349 -0.6558 -0.21
C 1.1358 1.2984 -1.7050 -0.37
C 0.4358 2.5387 -1.1713 -0.03
O 2.5016 1.5661 -2.0164 -0.07
N 1.9971 0.6850 0.5175 0.06
H 1.8321 -0.6460 -1.1212 0.14
H 0.7774 0.8876 -2.6478 0.15
H 0.9257 2.9990 -0.3225 0.06
H -0.5407 2.2006 -0.8580 0.07
H 0.3119 3.2483 -1.9789 0.08
H 2.9731 1.7715 -1.2050 0.06
H 1.4726 0.7396 1.3775 0.05
H 2.6343 -0.0883 0.6880 0.08
H -1.5585 0.1724 2.2325 -0.01
H -1.8770 -1.3880 2.5771 0.00
O -2.1499 -0.4708 2.6975 -0.10
H -0.5734 2.1604 2.2842 0.02
H 0.3661 1.4230 3.2080 0.02
O -0.0209 2.2901 3.0694 -0.06
H -3.6862 -0.9089 0.2297 0.05
H -2.2469 -1.5589 -0.0171 0.00
O -3.2220 -1.6949 -0.0617 -0.07
H 2.3981 3.3842 2.0998 0.02
H 2.6454 3.4326 0.6274 -0.01
O 2.9807 3.8075 1.4468 -0.07
H -0.0918 -3.1534 1.4488 0.03
H -1.5368 -3.2471 0.9894 0.01
O -0.9883 -3.2778 1.7681 -0.05
H -2.0859 -2.8923 -2.6244 -0.01
H -3.2138 -2.3447 -1.6861 -0.02
O -3.0425 -2.7712 -2.5558 -0.10
H 1.1962 -3.3500 -2.4889 0.03
H 0.0861 -2.5694 -1.8926 0.00
O 0.2977 -3.0739 -2.6975 -0.07
```

The calculation puts the LUMO energy at 2.8 eV. The spin multiplicity is 1. The gap between HOMO and LUMO comes out at 0.3450 Eh. The energy relative to the best compared isomer or geometry (same formula, charge and spin) comes out at 27.5 kcal per mole. Its total charge is -1. Its HOMO energy is -6.61 eV. As for the calculated total energy: -26473.635 eV.



Entry 5:
Computed, not measured: 2 unconnected molecules or ions with the total composition C3H12NO2, with ωB97M-V/def2-TZVPD.

```
18
Properties=species:S:1:pos:R:3:lowdin_charge:R:1
C -0.8208 1.6797 0.1632 -0.16
O -1.3690 1.5350 1.4691 -0.08
C -0.4058 0.1948 -0.2493 -0.25
C 0.8508 0.3190 -1.1106 -0.07
N -0.1315 -0.5916 1.1218 0.21
H -1.4949 2.0855 -0.5742 0.13
H 0.1034 2.2520 0.2756 0.13
H -2.0543 2.1636 1.7264 0.13
H -1.1629 -0.3241 -0.8877 0.16
H 1.7284 -0.0836 -0.5585 0.09
H 0.8925 1.3389 -1.4827 0.08
H 0.7419 -0.3130 -2.0176 0.09
H 0.7365 -0.3650 1.5941 0.17
H -0.9526 -0.1736 1.6142 0.14
H -0.2538 -1.5218 0.7142 0.12
H 1.2151 -3.0615 0.1600 0.07
H 1.2417 -2.7351 -1.4251 0.08
O 1.1353 -2.3990 -0.5329 -0.04
```

The calculation puts the LUMO energy at -3.1 eV. The spin multiplicity is 1. The gap between HOMO and LUMO comes out at 0.4477 Eh. The energy relative to the best compared isomer or geometry (same formula, charge and spin) comes out at 30.1 kcal per mole. Its total charge is +1. Its HOMO energy is -15.26 eV. As for the calculated total energy: -8883.570 eV.



Entry 6:
Computed, not measured: a single C2H4F3NOS molecule, with ωB97M-V/def2-TZVPD.

```
12
Properties=species:S:1:pos:R:3:lowdin_charge:R:1
C 1.4085 0.5191 -0.4512 -0.18
C -1.3269 0.3729 -0.1814 -0.80
N 0.3311 -0.7826 1.6474 -0.26
O -0.1506 -2.1163 -0.8348 -0.46
F -1.6483 0.5539 -1.4573 0.15
F -2.3328 -0.2417 0.3822 0.15
F -1.1944 1.5327 0.3937 0.15
S 0.1809 -0.6628 0.1650 0.85
H 1.2960 1.4878 0.1284 0.08
H 2.4377 0.0642 -0.4138 0.08
H 1.1961 0.8619 -1.5705 0.12
H -0.1971 -1.5892 2.1922 0.11
```

The calculation puts the LUMO energy at 0.4 eV. The spin multiplicity is 1. The gap between HOMO and LUMO comes out at 0.3910 Eh. The SMILES is C[S@](=N)(=O)C(F)(F)F. The energy relative to the best compared isomer or geometry (same formula, charge and spin) comes out at 71.6 kcal per mole. Its total charge is 0. Its HOMO energy is -10.23 eV. As for the calculated total energy: -24659.967 eV.